Record 1
DFT (ωB97M-V/def2-TZVPD) results for C3H2O2S in the gas phase at a distorted geometry.

XYZ file:
```
8
Properties=species:S:1:pos:R:3:forces:R:3
H 1.06203 -1.70354 0.89048 0.31 1.05 0.11
O 1.99597 0.11794 0.48214 -0.53 -0.44 0.42
S -0.71737 -1.41676 -1.30122 0.16 0.16 0.37
C -0.17331 -0.34688 -0.21982 -2.04 0.93 -1.10
H -1.89636 0.97487 -0.60514 -0.20 0.14 -0.07
C -0.90850 1.01139 -0.13181 1.39 0.24 0.64
O -0.40980 1.98949 0.37228 -0.71 -0.95 -0.48
C 1.04734 -0.62651 0.51309 1.62 -1.12 0.12
```
Positions in Å, forces in eV/Å.

Properties
relative energy (zero: lowest compared OMol25 entry of this formula, charge and spin): 1.3899 eV
HOMO energy: -9.811 eV
orbital gap: 7.71 eV

***

Record 2
DFT (ωB97M-V/def2-TZVPD) results for C3H2O2S in the gas phase at a distorted geometry.

XYZ file:
```
8
Properties=species:S:1:pos:R:3:forces:R:3
C -0.59826 -0.07415 0.05284 2.01 1.06 -1.02
H -0.37952 2.02715 -0.55115 -1.70 2.41 -1.34
O 1.36872 -1.28870 -0.42432 -4.44 -1.03 2.42
H -0.11507 -2.12385 0.89638 0.54 0.30 -0.86
C 0.25752 1.30623 -0.20517 0.69 -4.08 2.26
C 0.25604 -1.32899 0.18847 3.41 1.32 -1.44
O 1.37971 1.43194 0.15616 0.20 0.38 -0.21
S -2.16915 0.05037 -0.11322 -0.70 -0.35 0.20
```
Positions in Å, forces in eV/Å.

Properties
relative energy (zero: lowest compared OMol25 entry of this formula, charge and spin): 1.8737 eV
HOMO energy: -9.445 eV
orbital gap: 7.59 eV

***

Record 3
DFT (ωB97M-V/def2-TZVPD) results for a molecular structure, C3H2O2S2 at a distorted geometry.

XYZ file:
```
9
Properties=species:S:1:pos:R:3:forces:R:3
S 1.07764 -0.60998 -0.04695 -0.52 -0.43 0.17
O 1.51969 -1.22453 -1.28882 -0.52 1.39 1.08
O 1.48159 -1.22875 1.18436 -0.06 0.17 0.03
C -1.22899 0.70332 -0.06940 0.01 0.50 -0.06
H -2.21996 1.12011 -0.06926 -0.34 -0.33 0.05
C 1.42649 1.20101 0.19030 0.54 -1.19 -1.09
H -1.31982 -1.44018 0.11310 -0.18 -0.32 -0.19
S 0.04938 2.00021 -0.00406 -0.15 0.06 0.26
C -0.78601 -0.52121 -0.00926 1.21 0.14 -0.24
```
Positions in Å, forces in eV/Å.

Properties
relative energy (zero: lowest compared OMol25 entry of this formula, charge and spin): 4.0683 eV
HOMO energy: -10.295 eV
orbital gap: 8.63 eV

***

Record 4
DFT (ωB97M-V/def2-TZVPD) results for a gas-phase ion, C3H2O3P (charge -1) at a distorted geometry.

XYZ file:
```
9
Properties=species:S:1:pos:R:3:forces:R:3
O -1.42032 -1.69833 0.00914 -0.02 -1.57 -0.25
O -1.99042 0.98716 -0.36962 1.00 -0.54 0.01
H 1.34491 -1.74816 0.80933 -0.29 1.38 0.09
C -0.86405 0.53965 -0.15370 -2.35 2.39 0.00
C -0.49102 -0.86999 0.04516 0.35 1.26 1.06
C 0.77821 -0.80087 0.58877 0.90 -2.06 -0.63
H 0.48986 1.51795 -1.47152 0.66 0.42 1.59
P 0.58011 1.69194 0.07306 0.43 -1.64 -1.79
O 1.57271 0.38064 0.46937 -0.68 0.36 -0.08
```
Positions in Å, forces in eV/Å.

Properties
charge: -1
relative energy (zero: lowest compared OMol25 entry of this formula, charge and spin): 1.4855 eV
HOMO energy: -2.883 eV
orbital gap: 7.01 eV